A structure of composition C42H68N2O13S in a non-equilibrium geometry, computed with the ωB97M-V functional and the def2-TZVPD basis.

```
! wB97M-V def2-TZVPD RIJCOSX def2/J DEFGRID3
* xyz 0 1
C -5.650 0.603 -0.082
C -4.838 0.607 -1.406
C -5.671 0.929 -2.673
C -6.274 -0.291 -3.434
C -6.394 -1.609 -2.628
C -5.144 -2.532 -2.716
C -4.631 -3.079 -1.360
C -5.728 -3.571 -0.384
C -5.040 -4.039 0.930
C -4.592 -2.851 1.814
C -4.081 -3.345 3.199
C -2.582 -2.946 3.467
C -1.745 -4.187 3.840
C -0.377 -3.878 4.494
C 0.775 -3.697 3.478
C 0.457 -2.750 2.307
C 1.554 -2.769 1.190
C 0.890 -2.716 -0.226
C 0.777 -1.294 -0.757
C 0.628 -0.208 -0.001
C 0.569 1.125 -0.553
C 0.641 1.379 -1.858
O 0.631 2.623 -2.422
C -0.686 3.097 -2.716
C -1.515 3.573 -1.498
C -0.683 4.256 -0.386
C -2.524 4.632 -2.053
C -3.578 3.973 -2.980
C -3.305 5.356 -0.902
C 0.774 0.236 -2.706
N 0.866 0.215 -4.024
S 0.973 -1.306 -4.507
N 0.954 -2.074 -3.061
C 0.836 -1.109 -2.181
H -6.391 1.411 -0.056
H -4.925 0.815 0.721
H -6.086 -0.371 0.164
H -4.119 1.436 -1.294
H -4.234 -0.301 -1.497
H -6.414 1.691 -2.406
H -4.976 1.419 -3.374
H -5.767 -0.500 -4.386
H -7.305 -0.009 -3.709
H -6.714 -1.396 -1.606
H -7.222 -2.174 -3.088
H -5.281 -3.368 -3.415
H -4.339 -1.914 -3.150
H -3.979 -3.946 -1.556
H -4.013 -2.335 -0.837
H -6.454 -2.800 -0.099
H -6.242 -4.407 -0.883
H -4.179 -4.658 0.633
H -5.779 -4.630 1.491
H -3.872 -2.216 1.284
H -5.499 -2.243 1.968
H -4.694 -2.923 4.001
H -4.089 -4.442 3.169
H -2.497 -2.184 4.257
H -2.245 -2.459 2.542
H -2.363 -4.858 4.452
H -1.528 -4.722 2.897
H -0.101 -4.723 5.141
H -0.464 -2.941 5.064
H 1.140 -4.661 3.091
H 1.623 -3.269 4.042
H -0.460 -3.119 1.825
H 0.272 -1.730 2.673
H 2.146 -3.690 1.249
H 2.182 -1.885 1.356
H 1.523 -3.314 -0.897
H -0.090 -3.213 -0.230
H 0.576 -0.360 1.073
H 0.480 1.936 0.163
H -0.550 3.975 -3.365
H -1.277 2.382 -3.310
H -2.145 2.771 -1.082
H -1.160 4.071 0.584
H -0.602 5.338 -0.554
H 0.346 3.885 -0.325
H -1.917 5.364 -2.611
H -4.458 4.604 -3.138
H -3.881 3.019 -2.523
H -3.150 3.725 -3.962
H -3.277 4.706 -0.018
H -4.357 5.464 -1.190
H -2.870 6.340 -0.695
C -3.096 3.532 -8.269
C -1.996 3.755 -7.259
O -2.515 3.125 -6.087
C -3.425 2.195 -6.488
O -3.917 1.384 -5.771
O -3.694 2.318 -7.814
H -2.720 3.422 -9.284
H -3.847 4.324 -8.252
H -1.062 3.263 -7.540
H -1.798 4.809 -7.077
C 4.421 0.283 -0.724
C 5.910 0.358 -0.493
O 5.998 0.989 0.789
C 4.823 0.755 1.439
O 4.631 0.996 2.588
O 3.904 0.209 0.604
H 4.127 -0.590 -1.303
H 4.023 1.179 -1.208
H 6.377 -0.627 -0.433
H 6.423 0.947 -1.250
C 9.207 -0.448 3.548
C 8.012 -1.066 2.872
O 8.560 -1.553 1.643
C 9.894 -1.742 1.835
O 10.613 -2.293 1.063
O 10.295 -1.218 3.023
H 9.159 -0.523 4.628
H 9.348 0.599 3.270
H 7.604 -1.908 3.435
H 7.218 -0.346 2.687
C 10.525 2.809 6.733
C 11.088 1.660 7.533
O 9.950 0.813 7.704
C 9.079 1.086 6.700
O 8.109 0.441 6.458
O 9.459 2.191 6.009
H 11.253 3.247 6.053
H 10.111 3.598 7.364
H 11.860 1.110 6.990
H 11.488 1.972 8.495
*
```

Computed properties:
Strongest force on any atom ... 2.1 eV/A
HOMO ... -8.699 eV

Here are the Löwdin charges for atoms 1 to 6, given in e: number 1, C, carries -0.094; number 2, C, carries -0.236; number 3, C, carries -0.192; number 4, C, carries -0.189; number 5, C, carries -0.207; number 6, C, carries -0.193

=====

A cluster of 3 separate species, C3H8N2O2 in total in a non-equilibrium geometry, computed with the ωB97M-V functional and the def2-TZVPD basis.

```
! wB97M-V def2-TZVPD RIJCOSX def2/J DEFGRID3
* xyz 0 1
C -2.230 0.551 -0.020
C -1.038 1.140 0.507
N -0.393 -0.036 1.013
C -1.153 -1.166 0.714
N -2.383 -0.817 0.377
H -2.939 1.078 -0.576
H -0.711 2.124 0.741
H 0.534 -0.109 1.393
H -0.820 -2.204 0.852
H 3.286 -1.033 0.133
H 2.069 -0.622 -0.346
O 2.342 -1.264 0.290
H 0.754 1.399 -1.610
H 1.181 0.075 -1.906
O 1.499 0.884 -1.563
*
```

Computed properties:
SMILES ... c1c[nH]cn1.O.O
Energy above the lowest of the compared OMol25 structures with the same formula, charge and spin ... 49.8 kcal per mole
Strongest force on any atom ... 5.2 eV/A
HOMO ... -8.799 eV

Here are the natural (NBO) charges for atoms 1 to 6, given in e: number 1, C, carries -0.090; number 2, C, carries -0.156; number 3, N, carries -0.545; number 4, C, carries 0.176; number 5, N, carries -0.458; number 6, H, carries 0.200

=====

A structure of composition C23H21CoN2O8S, computed with the ωB97M-V functional and the def2-TZVPD basis.

```
! wB97M-V def2-TZVPD RIJCOSX def2/J DEFGRID3
* xyz 0 5
Co 0.117 -0.136 -0.676
O -1.541 3.266 1.044
C -1.251 2.088 0.515
O -0.169 1.556 0.646
C -2.400 1.506 -0.276
O -2.115 0.203 -0.716
C -2.704 -0.870 0.058
C -1.707 -1.571 1.001
O -2.194 -2.262 1.876
O -0.468 -1.387 0.738
H -0.752 3.600 1.500
H -2.550 2.152 -1.144
H -3.300 1.541 0.340
H -3.062 -1.606 -0.661
H -3.553 -0.498 0.631
O 0.370 -1.611 -2.056
C 1.122 -2.716 -1.982
C 2.860 -1.472 0.222
O 3.544 -2.381 0.388
O 2.201 -0.520 0.091
C 2.405 -2.710 -2.642
C 3.022 -1.477 -2.951
C 4.249 -1.431 -3.586
C 4.908 -2.604 -3.937
C 4.317 -3.828 -3.640
C 3.092 -3.888 -3.003
C 0.466 -3.903 -1.434
C -0.925 -4.026 -1.553
C -1.589 -5.117 -1.022
C -0.885 -6.105 -0.345
C 0.490 -5.984 -0.199
C 1.160 -4.896 -0.734
H 0.268 -0.921 -3.298
H 2.540 -0.553 -2.655
H 4.702 -0.471 -3.801
H 5.869 -2.566 -4.434
H 4.815 -4.749 -3.917
H 2.640 -4.850 -2.811
H -1.475 -3.244 -2.058
H -2.664 -5.193 -1.125
H -1.407 -6.951 0.082
H 1.043 -6.734 0.353
H 2.226 -4.797 -0.579
C -0.796 2.535 -7.136
C -0.511 1.504 -6.089
C -0.528 0.133 -6.392
C -0.256 -0.724 -5.363
N 0.002 -0.252 -4.142
C 0.014 1.080 -3.893
S 0.400 1.664 -2.329
N -0.248 1.956 -4.873
H -0.931 2.090 -8.119
H 0.022 3.253 -7.169
H -1.697 3.085 -6.864
H -0.737 -0.230 -7.386
H -0.227 -1.800 -5.474
*
```

Computed properties:
Energy above the lowest of the compared OMol25 structures with the same formula, charge and spin ... 2.4 kcal per mole
Expectation value of S² ... 6.038
Strongest force on any atom ... 0.7 eV/A
HOMO (spin up / spin down) ... -5.845 / -8.706 eV

Here are the natural (NBO) charges for atoms 1 to 6, given in e: number 1, Co, carries 1.512; number 2, O, carries -0.648; number 3, C, carries 0.806; number 4, O, carries -0.641; number 5, C, carries -0.180; number 6, O, carries -0.570

=====

The molecule C3H4ClNS2 in a non-equilibrium geometry, computed with the ωB97M-V functional and the def2-TZVPD basis.

```
! wB97M-V def2-TZVPD RIJCOSX def2/J DEFGRID3
* xyz 0 1
C 0.512 -1.849 0.301
C -0.633 0.312 0.458
C -1.075 1.412 -0.086
H 1.835 0.973 -1.353
H 1.346 -2.454 0.190
H -1.175 -0.001 1.286
H -1.897 1.922 0.230
N 0.642 -0.554 0.221
S 2.022 0.431 -0.070
S -1.132 -2.412 0.402
Cl -0.446 2.220 -1.579
*
```

Computed properties:
SMILES ... S=CN(S)/C=C\Cl
Energy above the lowest of the compared OMol25 structures with the same formula, charge and spin ... 53.1 kcal per mole
Strongest force on any atom ... 5.6 eV/A
HOMO ... -8.536 eV

Here are the natural (NBO) charges for atoms 1 to 6, given in e: number 1, C, carries 0.015; number 2, C, carries -0.030; number 3, C, carries -0.185; number 4, H, carries 0.148; number 5, H, carries 0.216; number 6, H, carries 0.236

=====

A cluster of 2 separate species, C14H16 in total in a non-equilibrium geometry, computed with the ωB97M-V functional and the def2-TZVPD basis.

```
! wB97M-V def2-TZVPD RIJCOSX def2/J DEFGRID3
* xyz 0 1
C 2.853 -0.578 1.848
C 0.052 -2.356 0.076
C 1.061 -1.443 0.248
C -0.827 -2.637 1.130
C 1.539 -1.280 1.566
C -0.493 -2.383 2.437
C 0.778 -1.799 2.590
H -0.197 -2.654 -0.932
H 1.546 -1.027 -0.633
H -1.854 -2.892 0.856
H -1.176 -2.536 3.258
H 2.645 0.493 1.648
H 3.630 -0.961 1.208
H 1.182 -1.701 3.602
H 2.983 -0.590 2.931
C 1.200 1.877 -2.150
C -2.912 1.331 -0.812
C -2.451 0.702 -1.927
C -2.074 2.252 -0.139
C -1.094 0.838 -2.290
C -0.763 2.397 -0.542
C -0.242 1.746 -1.726
H -3.880 1.042 -0.420
H -3.137 0.156 -2.557
H -2.397 2.907 0.649
H -0.841 0.137 -3.086
H -0.037 2.994 -0.005
H 1.779 0.968 -2.267
H 1.725 2.577 -1.479
H 1.403 2.422 -3.081
*
```

Computed properties:
SMILES ... Cc1ccccc1.Cc1ccccc1
Energy above the lowest of the compared OMol25 structures with the same formula, charge and spin ... 30.0 kcal per mole
Strongest force on any atom ... 2.4 eV/A
HOMO ... -8.739 eV

Here are the natural (NBO) charges for atoms 1 to 6, given in e: number 1, C, carries -0.629; number 2, C, carries -0.196; number 3, C, carries -0.203; number 4, C, carries -0.227; number 5, C, carries -0.018; number 6, C, carries -0.204

=====

The molecule C15H19NO2S, computed with the ωB97M-V functional and the def2-TZVPD basis.

```
! wB97M-V def2-TZVPD RIJCOSX def2/J DEFGRID3
* xyz 0 1
C -3.552 -2.974 1.114
C -2.870 -2.840 -0.242
C -2.685 -1.371 -0.629
H -2.319 -1.268 -1.656
H -3.640 -0.845 -0.552
O -1.836 -0.675 0.265
C -0.502 -0.740 0.136
C 0.198 -1.539 -0.768
C 1.575 -1.518 -0.791
C 2.309 -0.717 0.084
C 1.607 0.101 0.972
C 0.226 0.106 1.001
C -0.520 1.039 1.894
H 0.153 1.624 2.521
H -1.234 0.501 2.518
S -1.589 2.205 0.966
C -0.374 3.162 -0.006
H 0.431 3.475 0.659
C 0.197 2.425 -1.223
C -0.820 1.715 -1.957
N -1.614 1.133 -2.537
H 0.672 3.146 -1.896
H 0.950 1.695 -0.914
H -0.935 4.040 -0.326
H 2.136 0.759 1.646
C 3.785 -0.768 0.010
O 4.354 -1.408 -0.849
C 4.556 0.009 1.053
H 5.619 -0.176 0.919
H 4.257 -0.301 2.052
H 4.366 1.074 0.943
H 2.118 -2.135 -1.491
H -0.330 -2.174 -1.460
H -3.472 -3.322 -1.013
H -1.899 -3.338 -0.207
H -3.640 -4.020 1.396
H -4.547 -2.537 1.085
H -2.974 -2.457 1.877
*
```

Computed properties:
SMILES ... CCCOc1ccc(C(C)=O)cc1CSCCC#N
Energy above the lowest of the compared OMol25 structures with the same formula, charge and spin ... 22.3 kcal per mole
Strongest force on any atom ... 0.7 eV/A
HOMO ... -8.696 eV

Here are the natural (NBO) charges for atoms 1 to 6, given in e: number 1, C, carries -0.607; number 2, C, carries -0.426; number 3, C, carries -0.070; number 4, H, carries 0.201; number 5, H, carries 0.199; number 6, O, carries -0.511

=====

A cluster of 2 separate species, C4H10N2O in total in a non-equilibrium geometry, computed with the ωB97M-V functional and the def2-TZVPD basis.

```
! wB97M-V def2-TZVPD RIJCOSX def2/J DEFGRID3
* xyz 0 1
C -1.830 0.209 -0.764
C -0.415 0.654 -0.419
C 0.613 0.248 -1.456
N -0.021 0.045 0.858
C -0.465 -1.296 1.109
N 1.949 1.658 0.775
O -0.269 -2.151 0.218
H -2.104 0.363 -1.815
H -1.695 -0.836 -0.508
H -2.573 0.634 -0.047
H -0.347 1.729 -0.290
H 0.470 0.565 -2.536
H 0.689 -0.883 -1.470
H 1.558 0.642 -1.047
H 0.886 0.453 1.130
H 1.443 2.150 1.503
H 2.915 1.584 1.078
*
```

Computed properties:
Energy above the lowest of the compared OMol25 structures with the same formula, charge and spin ... 178.3 kcal per mole
Strongest force on any atom ... 8.6 eV/A
HOMO ... -8.120 eV

Here are the natural (NBO) charges for atoms 1 to 6, given in e: number 1, C, carries -0.613; number 2, C, carries -0.051; number 3, C, carries -0.651; number 4, N, carries -0.586; number 5, C, carries 0.726; number 6, N, carries -1.062

=====

A cluster of 10 separate species, C10H40N20O10 in total in a non-equilibrium geometry, computed with the ωB97M-V functional and the def2-TZVPD basis.

```
! wB97M-V def2-TZVPD RIJCOSX def2/J DEFGRID3
* xyz 1 2
C 0.995 2.829 -3.054
O 0.935 3.959 -2.964
N 0.017 1.925 -3.133
N 2.041 2.220 -3.444
H 0.236 0.955 -3.308
H -0.951 2.209 -3.172
H 2.115 1.228 -3.620
H 2.887 2.767 -3.384
C -5.516 -0.326 -2.090
O -5.395 0.679 -1.412
N -4.520 -0.940 -2.589
N -6.541 -1.085 -2.197
H -4.790 -1.816 -3.013
H -3.604 -0.572 -2.375
H -6.421 -1.697 -2.991
H -7.424 -0.802 -1.798
C -1.900 -1.077 -4.873
O -1.805 -1.015 -3.634
N -1.592 -0.086 -5.674
N -2.178 -2.053 -5.606
H -1.976 0.005 -6.603
H -0.912 0.603 -5.386
H -2.510 -2.886 -5.142
H -2.366 -1.730 -6.544
C -4.559 -0.457 2.705
O -5.051 -1.569 2.887
N -3.309 -0.326 2.195
N -5.071 0.619 3.189
H -2.929 -1.262 2.185
H -2.751 0.450 1.871
H -5.848 0.496 3.823
H -4.374 1.331 3.354
C 2.109 -1.751 -3.611
O 2.544 -0.661 -3.850
N 2.139 -2.130 -2.338
N 1.963 -2.657 -4.517
H 2.447 -1.336 -1.794
H 2.143 -3.087 -2.018
H 1.526 -3.549 -4.335
H 2.043 -2.257 -5.441
C -0.202 -0.180 0.057
O 0.831 -0.061 0.620
N -1.224 0.529 0.318
N -0.437 -0.959 -0.911
H -1.816 0.518 -0.501
H -1.086 1.108 1.134
H -1.165 -0.694 -1.559
H 0.176 -1.754 -1.019
C -0.910 2.363 3.636
O -1.539 2.604 2.647
N -0.418 1.254 4.003
N -0.671 3.147 4.630
H 0.101 1.032 4.840
H -0.692 0.386 3.566
H -0.040 2.916 5.385
H -1.049 4.045 4.367
C 2.178 -0.927 5.006
O 2.044 0.053 5.707
N 2.017 -0.869 3.746
N 2.528 -2.108 5.373
H 1.642 0.007 3.412
H 2.204 -1.711 3.220
H 2.809 -2.126 6.343
H 2.675 -2.913 4.781
C 5.399 -1.159 1.626
O 6.476 -0.646 1.491
N 5.019 -2.269 2.186
N 4.354 -0.584 0.988
H 5.784 -2.670 2.710
H 4.109 -2.687 2.318
H 3.486 -1.051 1.206
H 4.569 0.301 0.551
C 2.886 2.855 1.636
O 3.692 3.746 1.915
N 2.083 3.002 0.641
N 2.858 1.717 2.228
H 2.132 3.830 0.065
H 1.346 2.318 0.551
H 2.347 0.891 1.952
H 3.655 1.598 2.837
*
```

Computed properties:
Energy above the lowest of the compared OMol25 structures with the same formula, charge and spin ... 114.3 kcal per mole
Expectation value of S² ... 0.757
Strongest force on any atom ... 9.6 eV/A
HOMO (spin up / spin down) ... -11.067 / -11.067 eV

Here are the Löwdin charges for atoms 1 to 6, given in e: number 1, C, carries -0.884; number 2, O, carries 0.125; number 3, N, carries 0.162; number 4, N, carries 0.170; number 5, H, carries 0.071; number 6, H, carries 0.115